[1]
Density functional theory data (ωB97M-V with the def2-TZVPD basis set) for the ion C12H14BrClN3O with charge +1.

Computed properties:
**E_HOMO**: -12.26 eV
**M**: 331.6 g mol⁻¹
**Structure (SMILES)**: C[C@@H](Cc1[nH]nc(Br)[n+]1Cl)OCc1ccccc1
**E_LUMO**: -3.290 eV
**Electronic energy**: -101745.9101 eV
**Largest force on an atom**: 0.44 eV/A
**Charge**: +1

Last column: natural (NBO) charge in e.
Cartesian coordinates (Å):
C 2.45311 -2.02445 0.24563  -0.646
C 1.21103 -1.17451 0.51766  0.119
C 1.56594 0.29401 0.84391  -0.493
C 2.05181 1.01491 -0.35583  0.481
N 3.29559 1.09187 -0.80829  -0.303
N 3.41659 1.80831 -1.95569  -0.214
C 2.20317 2.20024 -2.21444  0.227
Br 1.67535 3.21944 -3.63664  0.258
N 1.33307 1.72492 -1.24966  -0.372
Cl -0.31040 2.01898 -1.15631  0.322
O 0.36801 -1.19846 -0.61337  -0.558
C -0.93406 -1.76339 -0.41636  -0.099
C -1.92346 -0.77687 0.14124  0.013
C -2.79322 -0.12379 -0.72719  -0.238
C -3.64805 0.86639 -0.26661  -0.211
C -3.64025 1.21463 1.07979  -0.203
C -2.79976 0.54845 1.95944  -0.193
C -1.95344 -0.44682 1.49390  -0.253
H 2.24356 -3.06641 0.48525  0.245
H 3.29202 -1.71192 0.86935  0.205
H 2.72324 -1.97694 -0.80899  0.227
H 0.69092 -1.56963 1.39487  0.201
H 2.35412 0.31716 1.59722  0.255
H 0.69956 0.82652 1.24075  0.273
H 4.11881 0.66958 -0.40399  0.453
H -0.85363 -2.65736 0.21009  0.187
H -1.26248 -2.08718 -1.40406  0.209
H -2.79281 -0.39934 -1.77648  0.219
H -4.32793 1.35874 -0.94990  0.228
H -4.30686 1.98382 1.44728  0.229
H -2.82081 0.79774 3.01270  0.225
H -1.32875 -0.97866 2.20472  0.209

Forces on the atoms, in the same order (eV/Å):
C -0.200 0.003 0.126
C 0.156 -0.110 -0.022
C 0.020 0.114 -0.002
C 0.186 0.036 -0.190
N -0.302 0.004 -0.047
N -0.399 0.098 0.015
C 0.352 -0.223 0.127
Br -0.011 0.063 -0.084
N 0.201 -0.069 0.200
Cl -0.057 -0.037 0.022
O 0.001 0.063 -0.009
C -0.209 -0.223 -0.038
C 0.043 0.106 -0.003
C 0.054 -0.016 -0.044
C -0.022 0.052 0.093
C -0.042 -0.006 -0.096
C -0.039 0.063 0.044
C 0.063 -0.050 0.036
H 0.027 -0.002 -0.102
H 0.058 -0.059 -0.005
H 0.061 0.102 0.001
H 0.030 0.088 -0.017
H -0.022 0.045 0.039
H -0.039 -0.066 -0.075
H -0.007 -0.013 0.020
H 0.031 0.054 0.048
H 0.067 0.006 0.025
H -0.026 0.034 0.014
H 0.006 -0.005 -0.003
H 0.003 -0.006 -0.017
H 0.023 -0.031 -0.008
H -0.008 -0.012 -0.048

[2]
Density functional theory data (ωB97M-V with the def2-TZVPD basis set) for the ion C8H15N5O3P with charge +1.

Computed properties:
**E_HOMO**: -13.80 eV
**M**: 260.2 g mol⁻¹
**Structure (SMILES)**: C#CCn1c(NCCC)nn(P(=O)(O)O)c1=[NH2+]
**E_LUMO**: -3.585 eV
**Electronic energy**: -31412.9022 eV
**Largest force on an atom**: 4.89 eV/A
**Charge**: +1

Last column: natural (NBO) charge in e.
Cartesian coordinates (Å):
C -3.19741 0.04406 2.86627  -0.171
C -2.03929 -0.27129 2.60729  -0.085
C -0.61069 -0.23883 1.95795  -0.280
N -0.61977 -0.32065 0.47651  -0.365
C 0.52774 -0.80293 -0.28146  0.534
N 1.79392 -1.27239 0.23751  -0.648
C 2.95939 -0.50237 -0.32084  -0.234
C 3.72239 0.41392 0.74774  -0.419
C 3.00579 0.48549 2.17433  -0.613
N 0.25536 -0.72994 -1.63644  -0.203
N -1.01881 -0.23466 -1.74785  -0.525
P -1.91673 0.04601 -3.23366  2.372
O -1.18261 -0.49888 -4.41536  -0.990
O -2.25146 1.67022 -3.34935  -0.961
O -3.39984 -0.75021 -3.05826  -0.937
C -1.57211 0.04014 -0.47930  0.632
N -2.85186 0.58557 -0.22697  -0.777
H -4.28209 0.30282 3.03130  0.280
H -0.08579 -1.18535 2.32338  0.281
H -0.00618 0.62921 2.35290  0.273
H 1.87825 -2.22752 -0.15364  0.415
H 3.71796 -1.25388 -0.72268  0.227
H 2.62357 0.12707 -1.19984  0.212
H 3.72029 1.47444 0.32931  0.214
H 4.79552 0.09443 0.92935  0.227
H 2.01259 1.02543 2.01996  0.171
H 3.61403 1.16943 2.85591  0.236
H 2.87929 -0.53845 2.62883  0.222
H -3.03971 1.82796 -3.91886  0.539
H -3.31654 -1.38005 -2.30406  0.511
H -2.84581 1.24200 0.56306  0.436
H -3.26937 1.02918 -1.05303  0.424

Forces on the atoms, in the same order (eV/Å):
C 0.742 -0.414 -0.368
C -0.354 1.677 -1.264
C -1.046 -1.437 2.331
N 0.231 0.006 -2.591
C -0.878 0.491 -3.242
N -1.822 0.016 -1.302
C 1.609 0.533 -0.289
C -0.519 0.546 0.590
C 0.243 0.785 -0.678
N 0.624 -0.347 3.746
N -2.156 1.206 3.128
P -0.331 -1.274 -4.705
O -1.026 1.204 2.761
O -0.186 -2.467 1.057
O 2.663 1.469 1.523
C 0.635 0.281 0.450
N 2.348 -0.159 -0.669
H 1.940 -0.621 -0.010
H -0.473 1.342 -0.678
H -0.891 -0.798 -0.740
H -0.128 0.603 0.593
H -1.207 0.896 0.488
H 0.398 -0.772 1.023
H 0.282 -1.377 0.560
H -1.335 0.254 -0.550
H 1.082 -0.903 0.401
H -0.754 -1.100 -0.839
H 0.021 1.241 -0.419
H 0.580 -0.185 0.332
H -0.405 0.264 -0.764
H -0.094 -0.654 -0.198
H 0.207 -0.306 0.324

[3]
Density functional theory data (ωB97M-V with the def2-TZVPD basis set) for a structure of composition C30H47BrCaN4OP2.

Computed properties:
**E_HOMO (spin up / spin down)**: -11.37 / -11.37 eV
**M**: 661.7 g mol⁻¹
**E_LUMO (spin up / spin down)**: -6.279 / -6.278 eV
**Electronic energy**: -146924.8796 eV
**Largest force on an atom**: 3.34 eV/A
**Charge**: +2

Last column: Löwdin charge in e.
Cartesian coordinates (Å):
N -1.88113 -7.89372 -1.65466  0.055
C -1.70494 -7.62218 -0.36216  -0.133
C -1.95871 -6.34915 0.17419  -0.028
C -2.37040 -5.28186 -0.67885  -0.219
C -2.54180 -5.62195 -2.05159  -0.008
C -2.25719 -6.92584 -2.47313  -0.137
C -2.46281 -3.89776 -0.20131  -0.203
Ca -3.02652 -1.68058 1.00532  1.487
P -3.35015 2.81188 0.20352  0.969
C -2.69781 -2.80485 -1.07949  -0.263
C -1.68225 -1.93534 -1.59323  -0.284
C -1.85778 -1.16822 -2.77055  -0.028
C -0.85331 -0.37019 -3.24212  -0.148
C 0.38532 -0.11813 -2.44906  -0.664
C 0.59216 -1.10678 -1.35948  -0.126
C -0.42431 -1.91947 -0.94145  -0.057
Br -0.06257 1.72292 -1.59643  0.896
H -2.13196 -3.76836 0.86705  0.044
H -3.62764 -2.79819 -1.66363  0.120
H -1.81784 -6.22424 1.25021  0.094
H -2.87387 -4.87762 -2.77202  0.105
H -1.33815 -8.45312 0.24612  0.112
H -2.33345 -7.17035 -3.52740  0.111
H -2.82211 -1.17428 -3.26563  0.131
H -0.32057 -2.60975 -0.07955  0.127
H -1.06278 0.30892 -4.06479  0.088
H 1.55910 -1.16481 -0.85422  0.092
P 1.80980 0.54535 -3.49981  0.998
C -3.41128 1.16458 0.93721  -0.509
C -4.69043 1.09592 1.77522  -0.181
H -2.51972 1.03069 1.57305  0.054
H -3.42552 0.50256 0.04285  0.041
H -4.62916 0.39406 2.62309  0.065
H -4.90547 2.08041 2.21847  0.067
H -5.56238 0.82612 1.16453  0.082
C -3.37773 2.58130 -1.63074  -0.463
C -3.37454 3.91069 -2.41041  -0.151
H -4.27154 1.97577 -1.87930  0.082
H -2.45245 1.99846 -1.85163  -0.031
H -3.58752 3.74664 -3.47596  0.074
H -4.12505 4.61277 -2.01905  0.076
H -2.39052 4.39118 -2.36093  0.058
C -1.66447 3.55022 0.45050  -0.486
C -1.57462 4.78462 1.36003  -0.151
H -1.30244 3.83421 -0.55158  0.011
H -1.02807 2.71826 0.80781  0.024
H -0.54141 5.15854 1.39456  0.073
H -2.21919 5.60243 1.00211  0.076
H -1.85052 4.51642 2.38426  0.066
C 3.00276 1.27169 -2.31281  -0.376
C 4.17095 2.00392 -2.94063  -0.114
H 3.33427 0.42399 -1.69259  0.081
H 2.43975 1.95247 -1.65309  0.031
H 4.92677 1.31897 -3.35565  0.085
H 3.84248 2.71930 -3.70823  0.078
H 4.64733 2.57065 -2.13007  0.092
C 0.98493 1.84164 -4.52186  -0.345
C 0.57892 1.33133 -5.88342  -0.129
H 1.63872 2.72000 -4.56000  0.101
H 0.10703 2.16763 -3.94634  0.019
H 1.44732 1.08486 -6.51097  0.086
H -0.06150 0.44902 -5.79439  0.066
H -0.00853 2.10554 -6.38898  0.096
C 2.73632 -0.72047 -4.37944  -0.316
C 3.65456 -1.59845 -3.53654  -0.112
H 3.29197 -0.18536 -5.17496  0.112
H 1.96246 -1.32025 -4.89124  0.109
H 3.06289 -2.39218 -3.06913  0.083
H 4.40137 -2.06378 -4.18717  0.093
H 4.21268 -1.06147 -2.76347  0.063
C 1.38231 -0.44304 2.19159  0.033
N 0.45828 -1.21837 3.03482  -0.028
C 0.94294 -2.03475 4.02485  0.042
C 0.04686 -2.90287 4.60604  0.030
C -1.17871 -3.17533 3.97092  -0.338
N -1.64309 -2.36615 2.98181  0.083
C -0.81955 -1.32449 2.63431  -0.468
O -1.30760 -0.47747 1.77816  -0.207
N -1.88662 -4.30189 4.18153  0.194
H 2.30049 -0.27028 2.76112  0.107
H 0.90717 0.48593 1.84667  0.103
H 1.63146 -1.02152 1.28207  0.090
H 1.99530 -1.91364 4.25733  0.152
H 0.34382 -3.49706 5.45983  0.128
H -1.61525 -4.89609 4.95677  0.132
H -2.83486 -4.42380 3.81743  0.135

Forces on the atoms, in the same order (eV/Å):
N 0.511 -0.462 -0.043
C -0.401 0.952 -0.140
C -0.002 -0.201 -0.301
C -0.598 -0.762 -0.114
C 0.274 0.018 0.726
C -0.414 0.813 0.346
C -0.480 -0.085 1.358
Ca -0.304 0.631 0.813
P -0.886 2.861 -0.460
C 0.857 -0.596 -2.148
C -1.379 -0.638 1.681
C 0.710 1.392 -0.447
C -0.678 -0.358 0.419
C -0.315 -0.434 -0.599
C 0.099 -0.467 0.050
C 1.203 0.442 -0.017
Br 0.000 0.292 1.282
H 0.734 -0.160 -1.070
H 0.407 -0.596 -0.530
H 0.001 0.248 -0.292
H 0.205 -0.121 0.099
H -0.228 0.350 -0.013
H -0.098 -0.090 0.060
H 0.089 -0.101 -0.142
H 0.340 0.385 -0.719
H 0.058 -0.394 0.032
H -0.236 0.152 -0.285
P -0.272 0.571 1.711
C 0.272 -0.280 0.186
C -0.470 -0.344 0.217
H -0.525 0.044 -0.620
H 0.210 -0.176 0.341
H 0.012 -0.076 -0.131
H 0.092 -0.371 -0.141
H 0.117 0.134 0.157
C 0.536 -0.720 -0.068
C -0.082 -0.133 0.078
H 0.388 0.267 0.092
H -1.076 0.264 -0.322
H 0.007 -0.034 0.307
H 0.220 -0.202 -0.104
H -0.192 -0.007 0.072
C 0.443 -0.491 -0.170
C -0.041 -0.216 0.047
H -0.059 -0.154 0.322
H 0.037 0.554 -0.036
H -0.259 -0.104 -0.075
H 0.147 -0.360 0.191
H -0.118 0.211 -0.098
C -0.729 -0.135 0.297
C 0.499 0.091 -0.005
H -0.047 0.317 -0.093
H 0.292 -0.371 -0.393
H -0.301 0.296 -0.014
H 0.216 -0.211 0.195
H 0.053 -0.049 -0.389
C 0.308 -0.215 0.282
C 0.018 -0.014 -0.701
H 0.075 -0.226 -0.101
H 0.424 -0.202 -0.287
H -0.333 0.055 0.106
H 0.180 0.065 -0.197
H 0.186 -0.168 -0.024
C -0.531 0.213 -1.072
C 0.041 -0.334 0.137
H -0.214 -0.183 0.329
H 0.423 0.059 -0.003
H 0.235 0.108 0.049
H -0.227 -0.002 0.088
H -0.157 -0.050 -0.202
C 0.230 0.196 -0.515
N 1.217 -0.249 -0.031
C -1.962 -0.235 0.006
C 1.807 -0.096 0.430
C -1.512 -0.136 -1.724
N 1.455 0.587 1.011
C -2.542 0.825 -2.011
O 1.699 -1.832 1.633
N 0.137 0.307 0.749
H -0.290 0.169 -0.135
H 0.236 -0.298 0.426
H -0.151 0.150 0.556
H -0.250 -0.088 0.307
H 0.111 -0.053 -0.125
H -0.171 0.038 -0.242
H 0.717 0.225 0.163

[4]
Density functional theory data (ωB97M-V with the def2-TZVPD basis set) for a structure of composition C30H45F5OOsP2.

Computed properties:
**E_HOMO (spin up / spin down)**: -13.34 / -13.80 eV
**M**: 768.9 g mol⁻¹
**2S+1**: 5
**E_LUMO (spin up / spin down)**: -5.449 / -8.572 eV
**Electronic energy**: -68499.3573 eV
**Largest force on an atom**: 7.21 eV/A
**Charge**: +2

Last column: Löwdin spin population.
Cartesian coordinates (Å):
Os 0.39453 0.17255 0.03185  2.168
C 2.20983 0.84451 -0.81216  0.031
C 1.62417 1.98570 -0.18021  0.121
C 1.93398 0.36106 1.43517  0.079
C 2.52289 -0.09101 0.21849  0.099
C 1.42243 1.68036 1.19169  0.070
C 2.82932 0.86528 -2.17728  0.003
H 2.17419 1.41505 -2.87134  0.000
H 2.99114 -0.15748 -2.54420  0.000
H 3.80530 1.38585 -2.11893  -0.001
C 3.54729 -1.14255 0.13745  0.021
H 3.83481 -1.31656 -0.90350  0.001
H 3.08211 -2.02785 0.55991  0.003
H 4.43127 -0.89017 0.74353  0.006
C 2.17164 -0.21194 2.79263  0.017
H 3.03181 0.29758 3.26791  0.003
H 2.36849 -1.28967 2.69607  0.001
H 1.27987 -0.05711 3.42157  0.001
C 1.21124 2.67039 2.28883  0.013
H 2.16760 3.17761 2.52890  0.003
H 0.86276 2.15610 3.19300  0.000
H 0.46984 3.41318 1.96839  0.001
C 1.71874 3.34214 -0.78236  0.026
H 2.77776 3.67266 -0.78803  0.008
H 1.11004 4.05959 -0.22929  0.001
H 1.36671 3.31609 -1.81711  0.002
C -2.47970 1.64322 -2.01397  0.027
C -1.45041 2.32838 -2.50772  0.023
C -1.60688 3.74243 -2.98034  0.002
C -1.80917 4.83588 -1.88485  0.000
C -1.87714 4.39586 -0.44960  0.001
C -2.94321 3.73938 0.01269  0.001
C -4.08329 3.38064 -0.90191  0.001
C -3.85179 2.24460 -1.95100  0.003
H -2.44958 3.82443 -3.68395  0.001
H -2.72898 5.38068 -2.14262  0.000
H -0.71849 4.01948 -3.56232  0.000
H -4.14949 2.63848 -2.93542  0.001
H -2.34745 0.64128 -1.58365  0.013
H -0.44033 1.89679 -2.54137  0.008
H -4.57305 1.44683 -1.73624  0.000
H -4.93341 3.06285 -0.28687  0.000
H -3.03036 3.37359 1.04191  0.000
H -4.41719 4.26881 -1.45667  0.000
H -0.97706 5.54231 -1.98752  0.000
H -0.98708 4.61284 0.15009  0.000
P 0.09473 -1.53877 -1.85644  0.063
C 1.51266 -2.69698 -2.09483  0.002
H 1.29364 -3.49121 -2.82997  0.000
H 1.69282 -3.17313 -1.13366  0.000
H 2.42577 -2.17103 -2.40122  0.000
C -1.22691 -2.82019 -1.88022  0.020
H -1.04899 -3.57562 -2.67303  0.002
H -2.19940 -2.34162 -2.07033  0.000
H -1.26190 -3.33821 -0.91042  0.000
C 0.06939 -1.08246 -3.64336  0.007
H -0.88339 -0.59736 -3.89050  0.000
H 0.20520 -1.97807 -4.28441  0.001
H 0.89253 -0.38630 -3.85754  0.000
P -1.53865 -0.19549 1.57261  0.065
C -1.59929 0.92255 3.04688  0.009
H -2.60207 0.92703 3.51418  0.001
H -1.32502 1.94152 2.76465  0.000
H -0.88889 0.56574 3.82007  0.000
C -3.28249 -0.63375 1.16892  0.007
H -3.89055 0.25232 0.94506  0.000
H -3.77473 -1.21029 1.98303  0.001
H -3.28286 -1.29154 0.28661  0.000
C -1.49089 -1.59504 2.75777  0.016
H -2.23670 -1.51949 3.57668  0.001
H -0.49482 -1.60528 3.20745  0.000
H -1.66982 -2.52015 2.20341  0.000
F 2.55124 -7.33465 3.06357  0.074
C 2.14974 -6.15787 2.56255  0.209
C 2.84939 -5.61314 1.45633  0.004
F 3.90555 -6.23289 0.85472  -0.009
C 2.43278 -4.39771 0.98625  0.112
F 3.15523 -3.91901 -0.07519  0.029
C 1.29798 -3.69320 1.51044  0.106
O 0.83163 -2.62039 0.99042  0.382
C 0.70817 -4.30510 2.66985  0.129
F -0.31197 -3.71589 3.33903  0.035
C 1.06748 -5.51102 3.19529  -0.007
F 0.38769 -5.99643 4.27571  -0.013

Forces on the atoms, in the same order (eV/Å):
Os -5.909 -3.957 -1.203
C 1.484 1.148 -0.314
C 1.751 1.306 0.132
C 1.586 0.299 0.847
C 1.389 0.416 0.510
C 1.494 1.259 0.165
C -0.247 0.059 -0.112
H 0.388 -0.251 0.090
H 0.006 0.472 -0.046
H -0.457 -0.259 -0.082
C -0.330 -0.753 0.009
H 0.118 -0.176 0.385
H 0.584 0.037 -0.169
H -0.291 0.121 -0.267
C -0.263 -0.199 0.120
H -0.370 -0.324 -0.190
H 0.002 0.409 0.293
H 0.466 -0.175 -0.069
C -0.755 0.034 0.040
H -0.439 -0.289 -0.287
H 0.089 0.390 -0.191
H 0.219 0.001 0.358
C -0.647 0.255 -0.327
H -0.521 -0.222 0.098
H 0.184 0.033 -0.144
H 0.074 0.226 0.080
C 0.126 0.050 0.167
C 0.190 -0.075 0.215
C 0.305 0.129 -0.591
C 0.232 0.529 -0.076
C 0.008 -0.395 -0.042
C 0.282 -0.348 -0.116
C -0.572 0.105 0.240
C -0.507 -0.398 -0.048
H 0.229 -0.222 0.182
H 0.307 -0.017 0.162
H -0.210 -0.079 0.061
H 0.256 -0.190 0.216
H 0.050 0.197 -0.296
H -0.357 -0.030 0.024
H 0.134 0.117 -0.080
H 0.106 0.242 -0.115
H 0.261 0.325 -0.216
H 0.092 -0.136 0.263
H -0.289 0.008 0.033
H -0.528 -0.039 0.156
P 0.810 -1.221 -2.036
C 0.282 -0.032 0.920
H -0.190 0.621 0.202
H 0.045 0.142 -0.477
H -0.296 -0.163 0.071
C -0.605 0.187 0.643
H 0.146 0.665 0.389
H 0.221 -0.200 0.120
H -0.072 0.142 -0.257
C -0.407 0.812 -0.057
H 0.268 0.000 -0.102
H -0.152 0.418 0.633
H -0.296 -0.143 0.018
P -1.277 -0.816 2.478
C 0.039 1.200 -0.220
H 0.409 -0.084 -0.449
H -0.257 0.022 0.258
H -0.313 0.143 -0.612
C -0.666 0.565 -0.896
H 0.099 -0.243 -0.115
H 0.626 0.610 -0.369
H -0.003 0.260 0.124
C 0.957 -0.689 -0.374
H 0.322 0.367 -0.757
H -0.273 -0.185 -0.080
H 0.099 0.173 0.263
F -0.390 1.323 -0.693
C 0.733 -2.255 1.100
C 0.665 -0.185 -0.438
F -1.796 0.707 1.310
C 1.574 -0.523 -1.399
F -0.987 -0.774 1.428
C -0.788 1.740 -0.760
O 0.769 -1.687 0.966
C -1.626 0.005 1.628
F 1.352 -0.776 -0.924
C -0.249 -0.206 0.484
F 1.508 0.445 -1.882

electronic energy of number 4 (C30H45F5OOsP2)?
-68499.3573 eV

Among the records above, which one has the lowest largest force on an atom?
C12H14BrClN3O